Record 1
Formula: H18O9
Source: the Open Molecules 2025 dataset
Level of theory: ωB97M-V/def2-TZVPD

Max |F|: 0.0988 Eh/bohr
HOMO level: -11.210 eV
Total energy: -18720.9588 eV
Molar mass: 162.1 g mol⁻¹
Energy relative to the best compared isomer or geometry (same formula, charge and spin): 113.5 kJ/mol
SMILES: O.O.O.O.O.O.O.O.O

Each line ends with the Mulliken charge.
Atoms and positions in Å:
H -3.13938 0.26572 1.63222  0.316
H 1.31456 -1.61503 -0.67642  0.315
O -0.30412 3.04599 -1.45766  -0.772
O 0.04255 -1.21693 2.34857  -0.711
O -0.18645 0.53165 -2.70075  -0.713
O -2.22011 -0.19738 1.66561  -0.764
O 1.74791 -0.83816 -1.08421  -0.788
H 1.97757 0.08766 0.22794  0.551
H -2.17349 -0.62061 0.75706  0.418
H 0.45420 -2.28733 1.39834  0.458
H -1.26709 3.17422 -1.48463  0.319
H 1.48799 -3.36863 0.82576  0.272
H 0.09577 0.73195 -3.51781  0.262
O -1.44015 -0.97147 -0.78878  -0.721
H -0.91922 1.04241 0.76803  0.393
H -0.83807 -0.92115 2.29625  0.433
H -0.15579 1.38726 -2.20318  0.422
H 0.51354 1.39226 1.06500  0.409
H -0.80660 -1.69515 -0.61720  0.343
H 1.07222 -0.52598 -1.71553  0.419
H 2.85092 1.23683 0.65704  0.312
O 2.13538 0.66812 1.01545  -0.729
H -1.06604 -0.45698 -1.56890  0.392
H -0.06652 2.60155 -0.58774  0.421
O -0.40441 1.83434 0.94362  -0.807
H 0.55521 -0.44347 2.19146  0.326
O 0.73964 -2.84165 0.61049  -0.775

Atoms 1-2, force components in eV/Å:
H 2.499 -1.207 0.419
H 0.428 -0.191 0.327

Record 2
Formula: H18O9
Source: the Open Molecules 2025 dataset
Level of theory: ωB97M-V/def2-TZVPD

Max |F|: 0.1931 Eh/bohr
HOMO level: -10.297 eV
Total energy: -18716.7915 eV
Molar mass: 162.1 g mol⁻¹
Energy relative to the best compared isomer or geometry (same formula, charge and spin): 515.6 kJ/mol
SMILES: O.O.O.O.O.O.O.O.O

Each line ends with the Mulliken charge.
Atoms and positions in Å:
H -37.64696 8.64468 17.68509  0.214
H -37.32799 8.65074 15.20247  0.429
H -40.89836 4.22850 17.16059  0.287
H -38.06026 6.46213 16.97460  0.340
H -39.16287 6.00545 20.05101  0.297
H -36.87050 10.06422 14.36979  0.290
O -37.55296 6.70655 17.70458  -0.607
H -35.80719 4.37567 18.98895  0.276
H -37.77825 4.37212 15.45196  0.306
H -38.15393 5.71137 15.06261  0.319
H -37.50336 9.77485 17.14531  0.438
O -34.84572 6.78514 17.47192  -0.667
O -38.38422 5.06085 15.54176  -0.678
H -38.11759 5.15373 20.40048  0.335
H -37.84809 6.31619 18.50736  0.313
H -34.61047 3.46341 19.39361  0.312
H -36.11043 6.68377 14.19015  0.332
H -35.74793 6.49203 17.52458  0.358
O -35.02304 3.75397 18.55395  -0.595
H -37.38561 6.95505 13.40664  0.265
O -38.82585 5.31821 19.64791  -0.657
H -39.69216 4.17420 15.95241  0.458
O -37.40010 9.63237 15.08403  -0.673
O -40.67161 3.72824 16.31872  -0.687
H -34.65943 7.68021 17.89139  0.319
O -37.05855 7.02023 14.22341  -0.705
O -37.27235 9.49256 18.03710  -0.619

Atoms 1-2, force components in eV/Å:
H 0.739 -0.638 2.167
H 0.678 1.472 -1.239

Record 3
Formula: H18O9
Source: the Open Molecules 2025 dataset
Level of theory: ωB97M-V/def2-TZVPD

Max |F|: 0.0830 Eh/bohr
HOMO level: -9.961 eV
Total energy: -18717.0285 eV
Molar mass: 162.1 g mol⁻¹
Energy relative to the best compared isomer or geometry (same formula, charge and spin): 492.8 kJ/mol
SMILES: O.O.O.O.O.O.O.O.O

Each line ends with the Mulliken charge.
Atoms and positions in Å:
H -2.85905 -0.43090 3.35767  0.304
H 0.76342 -0.74161 -0.35866  0.323
H -0.13477 3.30087 0.00282  0.348
H 0.32498 3.69262 1.39753  0.293
H 2.50553 -1.95637 -2.82377  0.297
H 3.05697 1.21796 2.11172  0.297
H 4.22668 1.65584 1.24565  0.307
H -1.33842 1.05537 0.18050  0.282
O 1.74286 -1.56755 -3.26665  -0.612
H 1.04925 -1.58467 -2.59761  0.300
O 1.23630 0.63839 -2.90177  -0.540
O 3.33798 1.91771 1.51141  -0.598
H -2.04331 -1.58946 2.80780  0.324
O -0.16042 -0.47060 -0.31333  -0.708
H 0.01373 -2.74144 1.56531  0.318
H -0.25070 0.17451 -1.02374  0.253
O 0.58600 3.17191 0.62959  -0.662
O 0.09520 -1.90561 2.03832  -0.582
H 0.65369 1.15156 -2.33062  0.277
H 0.78288 0.62973 -3.75226  0.326
O -0.82128 1.84215 -0.02570  -0.706
H -4.25736 -1.67151 -0.56719  0.316
H 1.01729 -1.88335 2.31802  0.269
O -2.63081 -1.35065 3.53361  -0.634
O -3.76615 -2.31696 -1.08786  -0.627
H -3.22364 -1.77974 -1.67614  0.309
H 0.09314 1.54178 0.02537  0.526

Atoms 1-2, force components in eV/Å:
H 0.020 -0.111 0.082
H -0.054 -0.131 0.139

- Number 1 is which compound?
  H18O9

- Look up the max |F| of the second one.
  0.1931 Eh/bohr